19
Properties=species:S:1:pos:R:3 method="wB97M-V/def2-TZVPD" e_tot_ev=-10940.1029 spin_multiplicity=1 charge=0 lumo_energy_ha=-0.158 orbital_gap_ev=4.1143 e_homo_ev=-8.42 e_above_lowest_kcal_mol=211.3
N 0.16397 -2.29359 -0.28876
C 0.59750 0.61600 -2.13049
C -0.25266 1.56106 -1.76803
C 1.62436 -1.41429 1.39081
C 0.43533 -1.46856 0.67725
C -0.34785 -0.16985 0.71010
O -1.24327 -0.14774 1.73325
H 0.72238 -3.13982 -0.14689
H 1.66650 0.55399 -1.94488
H 0.27794 -0.40442 -2.29112
H -1.29694 1.28755 -1.65600
H 0.10823 2.45198 -1.27328
H 1.69329 -0.63316 2.13874
H 2.40873 -2.16786 1.35823
H -0.83414 -0.06705 -0.24807
H 0.43779 0.59816 0.80809
H -2.46289 2.44634 0.84186
H -1.77449 0.69868 1.51434
O -1.92376 1.69257 0.57485